(1)
Density functional theory data (ωB97M-V/def2-TZVPD) for a 4-piece molecular cluster, C33H64B3IN5O7 overall.

Geometry as XYZ:
```
113
Properties=species:S:1:pos:R:3:mulliken_spin:R:1
H 0.292 -3.911 -0.427 0.004
C -1.774 0.760 -6.494 0.022
H 5.296 4.658 -0.431 0.000
C -1.892 2.117 -7.228 0.007
C -4.008 -1.092 -7.120 0.019
H -1.110 2.214 -7.988 0.000
H 1.236 -1.239 3.644 0.000
C -2.947 -0.801 -8.173 -0.018
H -2.036 -6.750 -1.282 0.001
H -1.786 -4.247 6.755 0.000
H -4.950 -1.342 -7.619 0.000
C -1.627 -2.892 -0.430 0.029
H -0.772 -3.558 3.905 0.009
H -0.369 -5.936 5.612 0.000
H 7.402 2.614 4.130 -0.001
H -1.586 -4.755 -2.665 0.000
H 4.660 6.809 3.786 0.000
H -6.196 -0.611 -5.500 0.000
H -3.713 -1.990 -6.563 0.003
C -4.778 0.470 5.344 0.000
C 4.477 5.942 1.817 0.019
H 0.381 1.163 -6.469 0.000
H 4.220 6.916 1.386 0.000
O -1.484 -1.045 3.360 -0.002
B -1.902 -1.731 4.588 0.007
C -4.218 0.088 -6.146 0.025
H 5.792 6.333 -0.573 0.000
H -2.737 -6.338 1.721 0.000
H -0.468 -1.032 -0.341 -0.002
B -2.493 0.472 5.126 0.000
C 6.069 4.304 3.695 0.024
O 5.965 3.280 1.631 0.618
N -2.489 -3.765 0.429 0.328
H 7.026 7.044 2.768 0.000
N -2.934 0.594 -5.562 0.329
H -3.279 -0.017 -8.861 -0.001
H -3.844 -6.966 0.524 0.000
H -2.786 -1.695 -8.783 0.002
H -5.404 0.451 -4.334 0.000
B -0.615 0.018 3.879 -0.001
H 7.016 5.079 -0.375 0.000
C -0.501 -3.668 -1.148 0.012
C -5.231 -0.354 -5.056 -0.007
C 6.950 5.247 4.551 0.020
C 4.165 5.959 3.306 -0.022
N 2.027 0.881 5.715 0.000
H -2.458 -3.987 4.501 -0.003
C 0.967 -0.121 3.557 0.000
C -4.967 1.221 -6.890 0.013
H -2.831 2.275 -7.750 0.000
H -0.440 1.652 -4.987 0.001
H 3.091 6.109 3.452 0.002
H 1.379 0.171 6.082 0.000
C 5.939 5.578 1.480 0.022
C -1.550 -3.305 4.723 -0.005
H -1.683 -1.163 0.930 0.007
H 3.801 5.218 1.341 0.005
C 4.584 4.644 3.950 0.027
N 6.444 4.396 2.248 0.304
C -2.870 -5.107 -0.117 0.028
H 6.466 7.690 1.254 0.000
H -4.572 1.430 -7.883 0.001
H 7.860 6.611 1.287 -0.005
H -6.015 0.955 -7.056 0.000
H 6.641 6.291 4.513 0.001
C -4.018 -4.974 -1.149 0.012
H -1.234 -1.283 -7.001 0.004
H -0.172 -2.081 1.031 0.011
H -3.144 -2.781 -2.067 -0.008
C 6.017 5.393 -0.061 -0.008
H -4.793 -4.290 -0.788 -0.006
C -0.953 -1.731 0.349 -0.060
H -0.028 -3.034 -1.907 0.001
O -1.816 -3.976 1.593 0.601
H -3.688 -4.642 -2.132 0.001
C -0.953 -4.967 -1.797 -0.015
H -0.081 -5.507 -2.179 0.002
H 4.387 4.693 5.026 0.001
H -0.093 -0.057 -5.303 0.001
N -5.655 -0.315 5.573 0.000
C -0.946 -3.757 6.143 0.000
H -0.969 -6.167 -0.021 0.001
O -2.629 -0.922 5.536 0.000
H 2.593 1.560 3.806 0.001
H -4.312 -5.557 1.477 0.001
C -1.639 -0.397 -7.510 0.017
H 5.715 2.124 3.879 0.001
H 0.796 -5.131 6.826 0.000
O -3.667 1.356 5.189 0.000
H 6.898 4.978 5.610 0.001
H 0.827 -4.650 5.005 0.000
H -4.500 -5.940 -1.326 0.000
C -2.512 -2.143 -1.456 0.035
I 0.063 -2.196 7.265 0.000
O -2.553 -0.285 -4.596 0.598
H 1.098 0.154 2.439 0.000
C -3.471 -6.039 0.968 -0.003
H 6.184 2.896 5.374 0.000
H -1.893 -1.578 -2.160 0.003
C 0.145 -4.940 5.892 0.000
C -0.408 0.884 -5.765 -0.007
C 6.872 6.788 1.724 0.011
H -3.168 -1.427 -0.953 0.002
H -4.959 2.147 -6.307 -0.009
C -1.685 -5.839 -0.785 0.014
H -4.902 -1.243 -4.510 0.002
O -1.249 1.052 4.659 0.000
C 1.919 0.845 4.405 -0.001
H 8.001 5.181 4.254 -0.010
H 3.945 3.842 3.561 -0.004
H -0.909 -0.138 -8.284 0.000
H -1.769 2.949 -6.528 -0.005
C 6.359 2.903 4.295 -0.006
```

- expectation value of S² = 3.76
- maximum force (Eh/bohr) = 0.105
- gap between HOMO and LUMO (spin up / spin down) (eV) = 9.162 / 9.243
- energy (eV) = -67170.96120
- 2S+1 = 4
- highest occupied orbital energy (spin up / spin down) (eV) = -8.882 / -9.515

(2)
Density functional theory data (ωB97M-V/def2-TZVPD) for one molecule with the formula C7H10.

Geometry as XYZ:
```
17
Properties=species:S:1:pos:R:3:nbo_charge:R:1
H -2.100 -0.548 2.267 0.200
C 1.130 -0.314 -0.315 -0.252
C 1.011 0.879 -1.219 -0.166
H 0.691 0.944 1.516 0.216
C 0.398 2.014 -0.898 -0.412
C -0.160 -1.137 -0.631 -0.434
H -0.074 -2.218 -0.506 0.218
H -2.712 -1.319 0.683 0.200
C -1.925 -0.800 1.226 -0.414
H 1.003 -0.766 1.855 0.223
H -0.619 -0.922 -1.602 0.220
C -0.758 -0.587 0.648 0.045
H 0.090 2.724 -1.655 0.202
C 0.593 -0.071 1.116 -0.451
H 2.087 -0.840 -0.402 0.214
H 1.250 0.676 -2.265 0.199
H 0.134 2.255 0.128 0.192
```

- SMILES string = C=CC1CC(=C)C1
- maximum force (Eh/bohr) = 0.007
- energy relative to the best compared isomer or geometry (same formula, charge and spin) (eV) = 2.155
- gap between HOMO and LUMO (eV) = 10.419
- energy (eV) = -7418.87947
- highest occupied orbital energy (eV) = -9.326

(3)
Density functional theory data (ωB97M-V/def2-TZVPD) for a 8-piece molecular cluster, CH17O8 overall.

Geometry as XYZ:
```
26
Properties=species:S:1:pos:R:3:nbo_charge:R:1
H 3.922 -0.672 1.525 0.451
O -2.789 -0.507 1.173 -1.013
C 1.253 0.816 -0.226 -0.297
H 0.636 -1.305 0.500 0.502
H 2.103 0.393 -0.782 0.151
O 1.022 -2.126 0.739 -0.987
O -1.397 2.496 -0.796 -0.967
H -1.952 2.561 -0.031 0.457
H 1.503 0.544 0.843 0.148
H -2.867 -0.601 0.233 0.491
O -0.706 1.258 1.905 -0.954
H -0.042 0.992 1.287 0.498
O -2.278 -0.336 -1.692 -0.996
H 0.417 -0.612 -1.969 0.496
H -0.787 1.784 -0.669 0.492
O 3.142 -1.119 1.970 -0.970
O 0.311 -1.230 -2.687 -0.994
H -1.471 -0.109 -1.238 0.505
H 1.165 1.899 -0.411 0.154
H -1.997 0.025 1.405 0.496
H -0.837 2.163 1.691 0.459
H 0.681 -2.037 -2.322 0.459
H -2.040 -0.429 -2.584 0.472
O 0.088 0.066 -0.451 -1.026
H 0.369 -2.525 1.314 0.474
H 2.552 -1.389 1.273 0.497
```

- charge = -1
- maximum force (Eh/bohr) = 0.057
- energy relative to the best compared isomer or geometry (same formula, charge and spin) (eV) = 0.291
- gap between HOMO and LUMO (eV) = 8.831
- energy (eV) = -17694.34575
- highest occupied orbital energy (eV) = -5.407

(4)
Density functional theory data (ωB97M-V/def2-TZVPD) for C31H45Cl2N2OPTi as an isolated structure.

Geometry as XYZ:
```
83
Properties=species:S:1:pos:R:3:mulliken_spin:R:1
H 4.669 -3.610 0.872 0.000
C 0.890 -1.824 -2.347 0.001
C 1.933 -0.974 -3.107 0.000
H -5.776 4.738 -0.687 -0.014
C -1.614 -3.741 1.978 0.000
C -0.963 2.934 3.183 0.107
C -0.276 3.496 5.465 0.057
P 0.401 -1.144 -0.659 -0.008
H 2.802 -3.272 -0.720 0.000
H 3.993 -2.435 2.871 0.000
H 0.503 -0.808 -5.603 0.000
C -0.887 1.555 3.536 -0.089
H -0.536 -6.234 -0.192 0.000
C -2.060 7.329 -1.961 -0.026
H 3.580 -0.052 3.000 0.000
H 0.219 1.820 6.755 -0.009
H -1.640 4.257 1.603 0.012
H -1.876 -5.143 -0.528 0.000
H 1.275 -2.218 -6.318 0.000
C 4.372 -1.819 2.044 0.000
C 2.810 -2.722 0.235 0.000
H -0.923 -2.730 -5.194 0.000
H -0.037 4.241 6.227 0.003
C -1.264 -5.164 1.536 0.000
H -2.604 -3.479 1.583 0.000
C 0.991 -1.761 -5.362 0.000
C -3.874 3.755 -0.485 0.300
C -1.989 4.989 -1.131 0.105
C 2.238 -1.491 -4.522 0.000
N -2.528 3.814 -0.650 0.152
H 1.710 0.367 1.397 0.003
C -0.343 -2.165 -3.211 0.001
C 0.004 -2.663 -4.622 0.000
H -1.426 -2.601 -0.524 0.001
Cl -2.589 0.450 0.390 0.008
H -0.895 4.990 -1.233 -0.001
H -0.906 -1.699 1.820 0.001
H 1.019 -4.375 0.030 0.000
H -0.408 -5.534 2.119 0.000
H 0.378 -2.919 1.946 0.000
C -1.276 3.231 1.804 -0.423
H 4.867 -2.116 -0.037 0.000
H 1.569 0.065 -3.167 0.001
Cl 0.749 2.349 -0.678 0.012
H 5.430 -1.631 2.263 0.000
H -0.962 -2.926 -2.712 0.000
C 0.045 -4.172 -0.433 0.000
H 2.861 -0.750 -5.025 0.000
H -3.815 8.503 -2.100 0.001
N -2.819 8.416 -2.295 -0.003
H -2.332 9.258 -2.553 0.001
H -0.842 4.974 3.980 -0.006
C -2.766 6.099 -1.481 -0.024
H 0.194 -4.274 -1.518 0.000
H 2.880 -0.948 -2.549 0.000
C 2.148 -1.340 0.112 0.002
C -0.597 -2.701 1.486 -0.001
C -4.705 4.834 -0.828 -0.151
C -0.132 2.138 5.773 -0.100
C -0.944 -5.246 0.041 0.000
C 4.257 -2.605 0.733 0.000
H 2.835 -2.411 -4.466 0.000
H 1.377 -2.743 -1.989 0.000
H -0.369 0.108 5.027 0.004
H 0.415 -3.681 -4.578 0.000
H -4.805 6.854 -1.600 0.056
H 2.731 -0.759 -0.622 -0.001
H 1.584 -1.214 2.187 0.000
H 4.164 0.207 1.355 0.000
H -0.967 -1.260 -3.298 0.000
H -1.673 -3.694 3.068 0.000
C -0.456 1.170 4.799 0.056
H -2.101 -5.835 1.763 0.000
C 2.176 -0.628 1.469 -0.003
O -0.841 7.348 -2.067 0.015
H -4.299 2.827 -0.095 0.026
C 3.614 -0.492 1.999 0.000
C -4.159 6.013 -1.333 0.383
C -0.711 3.908 4.206 -0.096
H 2.245 -3.329 0.960 0.000
Ti -1.309 2.241 0.123 0.652
C -0.443 -2.762 -0.038 -0.001
H -1.192 0.818 2.778 -0.004
```

- expectation value of S² = 1.01
- charge = -1
- maximum force (Eh/bohr) = 0.067
- energy relative to the best compared isomer or geometry (same formula, charge and spin) (eV) = 1.095
- gap between HOMO and LUMO (spin up / spin down) (eV) = 4.735 / 6.129
- energy (eV) = -95358.28716
- 2S+1 = 2
- highest occupied orbital energy (spin up / spin down) (eV) = -2.196 / -3.590

Which value of energy does entry 1 give?
-67170.96120 eV

Which of these has the lowest maximum force?
C7H10